a) The following is a quantum chemistry calculation of C3H9N5 in the gas phase, from the Open Molecules 2025 dataset.

```
! wB97M-V def2-TZVPD RIJCOSX def2/J DEFGRID3
* xyz 0 1
N -3.36032 -0.05162 -0.01852
N 2.12569 -1.79147 -0.22705
N 2.47716 -0.40864 -0.02914
N 0.22712 -0.40943 0.44681
N -2.06303 -0.69184 -0.13284
C -0.92267 0.16364 0.05276
C 1.42345 0.31867 0.01175
C 1.62340 1.73743 -0.08552
H -3.98926 -0.31127 0.74457
H -1.38088 1.29512 -0.18922
H -1.67784 -1.65374 0.23635
H 0.60823 2.37932 -0.56813
H 1.92276 2.12115 1.13353
H 2.77758 1.73676 -0.56889
H -3.69843 0.01440 -1.11825
H 1.14774 -1.96867 0.17712
H 2.75931 -2.47981 0.13466
*
```

HOMO-LUMO gap (eV): 8.47

Löwdin population analysis, charges in e, atoms 1 to 6:
1 N -0.05
2 N -0.04
3 N -0.01
4 N 0.04
5 N -0.15
6 C -0.18

b) The following is a quantum chemistry calculation of a molecular structure, C3H9N5, from the Open Molecules 2025 dataset.

```
! wB97M-V def2-TZVPD RIJCOSX def2/J DEFGRID3
* xyz 0 1
N -0.75217 1.38772 -1.22718
N -1.18423 0.59547 -0.16376
N -1.13984 -0.66699 -0.52367
N -1.60002 -1.51578 0.47685
N -0.17655 1.10434 2.33586
C 0.17637 0.82336 1.26268
C 1.59978 0.39242 0.47170
C 1.51329 -0.77706 -0.37894
H 1.88652 -0.66121 -1.39091
H 1.69458 -1.73363 0.10082
H 2.25110 0.27248 1.33352
H -1.02337 2.34582 -1.04061
H 1.78544 1.31233 -0.07837
H 0.16460 -0.93533 -0.67651
H -2.49092 -1.91288 0.21226
H -1.12602 1.04632 -2.11083
H -1.57855 -1.07737 1.39707
*
```

HOMO-LUMO gap (spin up / spin down) (eV): 8.42 / 8.42

Löwdin population analysis, charges in e, atoms 1 to 6:
1 N 0.05
2 N -0.12
3 N -0.15
4 N 0.03
5 N 0.09
6 C -0.33

Most stable to least stable, the ends of the list are b) and a).

a) The following is a quantum chemistry calculation of a molecular structure, C6H7FS, from the Open Molecules 2025 dataset.

```
! wB97M-V def2-TZVPD RIJCOSX def2/J DEFGRID3
* xyz 0 1
S -0.84434 0.28019 -1.97612
F 1.20497 -1.76960 0.11800
C -0.41665 -0.08844 1.95018
C -1.18596 -0.29905 0.89932
C 0.24128 1.54983 0.38830
C 0.86479 0.45836 1.40358
C 1.10008 -0.42798 0.08920
C -0.27369 0.24362 -0.26927
H -0.42892 -1.13312 -2.15162
H 1.99952 0.06759 -0.39433
H -0.70760 -0.41463 2.95993
H 1.75588 0.67453 1.97902
H -0.63644 2.18462 0.74986
H 0.97417 2.06974 -0.16087
H -2.27101 -0.62337 0.80606
*
```

HOMO-LUMO gap (eV): 9.84

Löwdin population analysis, charges in e, atoms 1 to 6:
1 S 0.71
2 F 0.04
3 C -0.09
4 C -0.07
5 C -0.09
6 C -0.17

b) The following is a quantum chemistry calculation of a molecular structure, C6H7FS, from the Open Molecules 2025 dataset.

```
! wB97M-V def2-TZVPD RIJCOSX def2/J DEFGRID3
* xyz 0 1
S 0.37489 -2.79675 0.81011
F -0.39432 3.29978 -0.94696
C 0.05148 1.32790 0.60851
C -0.10377 -0.05566 0.37041
C -0.49419 0.98228 -1.73443
C 0.46667 -1.13582 1.31403
C -0.23076 1.97346 -0.80786
C -0.21916 -0.31344 -1.03589
H -0.51757 1.77956 1.60788
H -1.16129 -2.96207 1.53866
H 1.25247 1.41582 0.92907
H 1.67254 -0.68859 1.16861
H -0.18281 -1.42373 -1.38011
H 0.04295 -1.01335 2.30113
H -0.37718 1.27008 -2.89290
*
```

HOMO-LUMO gap (eV): 8.13

Löwdin population analysis, charges in e, atoms 1 to 6:
1 S 0.64
2 F 0.05
3 C -0.13
4 C -0.41
5 C -0.03
6 C -0.67

Most stable to least stable, the ends of the list are a) and b).

a) The following is a quantum chemistry calculation of C23H32FN5O in the gas phase, from the Open Molecules 2025 dataset.

```
! wB97M-V def2-TZVPD RIJCOSX def2/J DEFGRID3
* xyz 0 1
F -5.81943 0.34962 1.87461
O 2.23371 -0.06228 1.70434
N -1.56970 -1.93996 -0.02606
N 5.10875 0.89452 0.36119
N -4.19396 -0.81324 -0.09079
N 2.14645 -1.33888 -0.14266
N 4.60502 3.01481 0.02869
C 0.75456 -0.98808 -0.34923
C 2.57021 -2.43957 -0.97770
C -4.58587 0.51117 -0.17239
C 2.77878 -0.84642 0.95281
C 4.22859 -1.25599 1.17918
C 5.33209 2.90971 1.17208
C 4.47437 1.80167 -0.43669
C -5.86849 2.38485 0.73796
C 0.24900 -3.37970 -0.85950
C 5.65338 1.60731 1.39863
C 3.75438 1.43681 -1.68999
C 5.18189 -0.53211 0.21340
C -5.53552 3.17646 -0.34786
C -4.28075 1.33929 -1.26037
C -3.61249 -1.48169 -1.23086
C -2.08348 -1.35802 -1.25197
C -4.74734 2.63724 -1.34754
C -3.62255 -1.34068 1.13175
C -2.09473 -1.20872 1.11324
C -5.41169 1.08723 0.80610
C 1.73269 -3.68609 -0.67357
C 3.08686 2.65814 -2.30927
C -0.14258 -2.18710 0.02114
H 0.53140 -0.12769 0.28327
H 3.83123 3.41769 -2.52701
H -4.05160 -1.10217 -2.15329
H 2.37253 3.08123 -1.60970
H 0.08691 -2.45212 1.06063
H -3.88705 -2.40069 1.19711
H 2.57195 2.38600 -3.22827
H -1.68596 -1.63656 2.03004
H 4.36159 -2.33474 1.09803
H 3.62760 -2.65337 -0.83692
H 5.57425 3.77796 1.75096
H 2.41834 -2.14885 -2.02493
H 0.06111 -3.14939 -1.90971
H 1.91636 -3.99658 0.35728
H 4.94634 -0.78341 -0.82360
H 2.03833 -4.49846 -1.33468
H -5.89280 4.19174 -0.41080
H -0.35878 -4.24325 -0.58899
H -4.47912 3.23539 -2.20574
H -1.82705 -0.13811 1.07870
H -3.65560 0.96683 -2.05594
H 0.61512 -0.71789 -1.40112
H 6.20880 -0.85376 0.42373
H 2.99949 0.67870 -1.46343
H 4.47099 -0.95408 2.19978
H -1.69197 -1.90591 -2.10977
H -4.01832 -0.82741 2.00331
H -1.80384 -0.29491 -1.34919
H -3.86481 -2.54381 -1.14027
H 4.46469 1.00169 -2.40334
H 6.21194 1.13274 2.17923
H -6.49784 2.75348 1.53290
*
```

HOMO-LUMO gap (eV): 8.23

Löwdin population analysis, charges in e, atoms 1 to 6:
1 F 0.05
2 O 0.07
3 N -0.13
4 N -0.05
5 N -0.09
6 N -0.06

b) The following is a quantum chemistry calculation of a molecular structure, C23H32FN5O, from the Open Molecules 2025 dataset.

```
! wB97M-V def2-TZVPD RIJCOSX def2/J DEFGRID3
* xyz 0 1
F 0.75801 -4.53306 -2.67447
O -1.06801 1.68819 -1.84823
N -0.85685 1.91768 2.51880
N 0.52783 -3.20621 -0.15218
N 1.46741 -0.75000 0.67065
N -1.38115 3.52764 0.79735
N 1.15860 2.21794 -1.36728
C -0.36081 -6.27123 -2.18578
C 0.53897 -1.53810 1.67169
C 1.19137 0.62265 -1.09828
C -2.00206 3.98837 -0.37361
C -0.35386 3.12916 2.54498
C 2.64032 2.79718 0.41606
C -1.24879 -6.30621 0.03780
C 1.59422 0.49141 0.51903
C -0.01744 -4.31508 -0.50353
C -1.14510 -6.89749 -1.07508
C -0.22354 -2.04076 0.56875
C 0.02300 -4.99163 -1.79617
C -4.09144 1.72950 1.15828
C 2.85054 1.34199 0.53753
C -0.29711 2.58214 -1.75546
C 2.41133 -1.66262 0.09244
C -0.72470 4.04635 -1.37727
C -0.57050 4.01206 1.58611
C -1.59733 2.19143 1.32208
C -2.55776 1.35565 0.52833
C 1.42708 -2.52199 -0.90050
C -0.78764 -5.07365 0.34619
C 2.24290 2.94070 -1.09476
H 3.60251 0.95560 0.11712
H -4.33960 2.73624 0.64929
H -2.51310 3.54268 -1.00632
H -1.27088 -2.66242 0.85905
H 2.33138 -3.26347 -1.29758
H -4.81136 1.12227 0.67115
H 2.91945 2.62006 -1.59233
H -2.51362 1.32368 -0.45552
H -0.97628 4.35651 -2.35606
H 2.74792 -2.42191 0.73278
H 1.85302 4.12860 -1.41606
H -4.34388 1.86766 2.17692
H -2.43361 0.34667 1.23215
H -2.01609 -6.74956 0.69582
H 1.99750 0.45521 -1.81513
H 0.20372 4.63780 -1.14839
H 1.41852 -1.77338 -1.74671
H 3.09819 1.11420 1.83854
H -0.17388 -6.72178 -2.99220
H -1.22152 -4.58121 1.43365
H 3.67816 3.47345 0.50359
H -1.44234 -7.94359 -1.06469
H 1.98946 3.36376 1.07869
H 1.02155 -2.12306 2.17108
H 3.43545 -1.23003 -0.49840
H -0.22866 5.06217 1.58140
H 0.43420 3.30416 3.81192
H 0.26072 0.25662 -1.43518
H 0.00326 -0.68478 1.95311
H 0.68568 1.24354 0.88386
H -2.26491 5.00107 -0.35748
H -0.67841 -1.22872 -0.32150
*
```

HOMO-LUMO gap (eV): 7.61

Löwdin population analysis, charges in e, atoms 1 to 6:
1 F 0.14
2 O 0.04
3 N 0.13
4 N -0.08
5 N -0.19
6 N -0.04

Most stable to least stable, the ends of the list are a) and b).

a) The following is a quantum chemistry calculation of C2H3NO in the gas phase, from the Open Molecules 2025 dataset.

```
! wB97M-V def2-TZVPD RIJCOSX def2/J DEFGRID3
* xyz 0 1
O -1.61068 -1.71159 0.47507
N -0.80098 -0.84270 0.77377
C 0.82609 0.76633 -0.00441
C -0.13779 -0.12389 -0.27508
H -0.61545 -0.38691 -1.28863
H 1.07865 1.00919 1.06520
H 1.26015 1.28958 -0.74591
*
```

HOMO-LUMO gap (eV): 8.37

Löwdin population analysis, charges in e, atoms 1 to 6:
1 O -0.02
2 N -0.09
3 C 0.07
4 C -0.20
5 H 0.13
6 H 0.10

b) The following is a quantum chemistry calculation of C2H3NO in the gas phase, from the Open Molecules 2025 dataset.

```
! wB97M-V def2-TZVPD RIJCOSX def2/J DEFGRID3
* xyz 0 1
O -1.02492 0.58078 -0.58920
N 1.66387 0.46569 0.62430
C 1.32183 -0.07892 -0.34944
C -0.22760 -0.41516 -0.07595
H -0.98899 1.35235 -0.00616
H -0.37089 -1.33751 -0.61002
H -0.37330 -0.56724 1.00646
*
```

HOMO-LUMO gap (eV): 11.32

Löwdin population analysis, charges in e, atoms 1 to 6:
1 O -0.04
2 N 0.14
3 C -0.13
4 C -0.28
5 H 0.11
6 H 0.10

Most stable to least stable, the ends of the list are b) and a).